(1)
186
Properties=species:S:1:pos:R:3 method="wB97M-V/def2-TZVPD" e_lumo_ev=-10.49 charge=+2 gap_ev=1.52 e_above_lowest_kcal_mol=0.0 e_homo_ha=-0.441
O 4.54835 -6.41905 2.04006
O -1.17028 -6.98700 1.45685
C -1.80624 -2.82154 5.46542
H 5.94269 5.74039 2.12036
H -7.48451 2.74190 0.52245
O 2.92961 -7.94766 1.93216
C 3.67840 -6.98733 1.45469
H 5.39508 2.25962 1.51456
S 1.23873 -2.43021 -1.47682
H -0.27521 2.00867 1.99013
C 3.61288 0.00600 3.74355
H 4.95424 -6.06775 -0.90102
H 2.49398 -9.17663 3.56646
C 1.23352 -1.18101 -5.21668
H -7.87541 -1.59479 2.24233
H 6.68180 -0.99297 -4.98467
C 3.95830 -5.80516 -0.54427
H -4.35156 4.28664 -1.37481
O -0.57412 -5.58071 3.13755
N 1.95869 -1.01197 -0.96154
H -3.08967 0.31129 -0.78092
F 2.01471 -2.42224 -2.85901
H -4.24852 0.53363 0.45701
S 0.93643 -0.54540 0.12473
N -5.06051 -0.25253 -1.33805
C 3.91048 -3.05412 1.47790
H 0.86347 -2.17858 -5.01333
C 2.27778 4.58537 1.56620
H 6.01739 -0.55586 -6.67241
H -1.59117 -3.16618 6.48471
O 4.27512 -2.10547 -4.49502
P -2.22234 -0.29893 4.58965
O -1.89294 -0.76776 3.23261
H 4.22444 -0.49563 4.49613
C 5.45089 3.26902 1.90266
H -8.08648 0.05815 1.88482
N 0.40309 -0.14397 -4.60868
C -4.74050 -0.34700 -2.75265
H -1.15918 -0.64566 -5.88727
H -2.13828 -3.38867 2.57910
H -1.32186 -1.30181 -4.31350
H -7.77897 2.76301 -2.10326
C 3.07247 -8.29893 3.30746
O 0.89637 -1.24631 1.36920
H -4.16056 5.87465 -0.48096
H 2.18598 5.65197 1.33716
H -2.47298 -3.58770 5.06711
C -6.72493 2.02139 0.20297
H 7.45630 -1.47260 -6.43170
H 2.71657 -0.58379 3.58851
H 3.24003 -3.71852 2.02007
H 0.25422 4.31954 -4.76174
O -0.14100 -2.36007 -1.81187
H -2.11405 1.09917 6.86382
O 4.38654 -4.05451 -5.59901
H 1.02005 1.30421 5.01732
H -3.76244 2.44643 3.70898
H 4.87075 3.39203 2.82875
H -4.65793 2.28911 5.32145
H 3.12357 1.30755 -6.76643
H -0.70502 -8.21997 3.10997
C -1.31248 2.26822 1.80225
C 4.49026 -0.80888 1.74329
H 0.68491 4.27707 -0.39690
H 3.45278 6.84810 -2.21090
H 3.23791 2.67301 -5.64487
H -1.66481 0.41238 -4.50780
H -1.13148 2.46776 6.28148
H 6.19742 4.66211 -1.82677
H -5.29338 -2.02095 1.85089
C -1.56785 -3.55406 1.66198
H 3.43812 1.00818 4.13080
H -5.11930 -2.35975 0.12722
H -6.27790 1.47997 1.03081
H 4.28560 -5.03386 -3.72792
H -0.72600 1.72544 -6.44678
H -3.38140 5.63745 -1.98232
H 5.48824 6.35054 0.55090
H -8.79379 -1.17480 0.77090
O -2.53304 4.64099 -0.38993
C 4.75904 -2.79404 -5.34968
H -5.75190 0.39306 4.46529
H -4.78425 -0.29201 3.17914
H 1.05957 2.55145 -0.34806
N 2.58022 3.84692 0.36181
H 2.70409 -4.29720 -4.40694
H -1.29226 1.01535 -2.72621
H 6.97399 5.31193 0.80635
H -2.86620 -0.90390 7.72667
C -1.06518 -5.80443 2.04961
H 3.35264 -2.74418 0.60181
C 3.67362 -4.76029 -4.57998
H 1.46047 4.13108 2.12233
H 2.67102 6.37899 -0.75005
N 1.25651 1.90516 -5.89700
O -0.27582 0.10954 -0.27658
H -0.46008 4.42857 -3.16840
C -4.83115 -0.15508 4.27280
H -3.67778 -0.56416 -2.86044
H -3.53611 -2.43227 7.14287
N 5.15992 4.26482 0.90845
H -5.30783 -1.14666 -3.22202
H 2.24998 -1.07469 -4.84481
C -0.52100 -8.09249 2.04133
C 2.60139 2.19354 -6.38772
O -7.40277 -1.37579 -1.78147
H 4.14122 -8.44085 3.45804
N 4.16221 5.05329 -1.44558
H -4.89197 -1.17873 4.64634
P 1.03093 1.38476 -4.31584
N -2.52036 -1.56232 5.66627
H 1.81877 3.57348 -1.57596
C -8.03618 1.73537 -1.86268
H -0.83534 -2.72768 4.99355
H -0.33124 1.09693 7.12175
H -0.83638 -9.03303 1.59212
H 1.25365 3.94367 -3.41682
O 4.56169 2.56194 -0.91649
C 0.31981 0.56390 4.63451
O 4.14513 -1.92942 2.33946
H -2.90550 2.49002 5.15446
H -1.76487 1.45105 1.24624
C -7.93773 -0.90982 1.39428
H 2.47668 2.93636 -7.17989
H 3.95448 -4.82923 -0.06715
H -7.93243 1.11316 -2.75690
C 0.22453 3.84508 -3.77498
O 4.35882 0.22829 2.54509
H 5.49056 5.82842 -2.88903
O 1.72629 -3.54099 -0.74715
H 0.44035 0.96760 -7.58569
H 0.55886 -8.04588 1.87127
O -1.52389 -4.87974 1.20430
O 2.23590 1.38002 -3.47479
C 0.24922 1.81154 -6.91879
H 6.47961 3.32006 2.28558
C -3.33229 -1.39896 6.85983
C -1.14586 1.39145 6.46137
H 0.30854 0.62912 3.54358
C -5.83868 -2.16860 0.92156
H -0.80206 2.45128 -1.77938
H -6.38370 -3.11299 1.01425
H -2.06225 -2.96568 0.90317
O 5.76690 -2.51657 -6.15972
C 3.64724 6.38841 -1.23770
N -1.00835 0.65975 5.18762
H 0.12611 2.72011 -7.51345
H -4.19377 -0.75531 6.69074
C -2.69454 3.80240 0.63556
H 3.10586 4.58147 2.28040
C -3.68698 5.09841 -1.08661
Al 4.36097 0.00120 -2.17561
C -1.01113 -0.38360 -4.83246
H 3.39871 -5.62071 -1.46194
P -6.68902 -0.46619 -0.88809
O 4.97329 -0.72437 0.65370
C 6.46754 -1.28790 -6.00744
H -2.05657 2.59181 -2.92808
O -1.46060 3.44293 1.00081
H 2.71041 -7.47135 3.91864
P 4.10316 3.82970 -0.30748
H -0.58413 -3.13973 1.87952
O 3.27192 -6.74849 0.22768
C 1.48276 3.54159 -0.54141
H 5.08075 4.08948 -3.09087
C -1.09577 2.08193 -2.76790
H -5.94471 2.68027 -0.21566
N -6.66730 -1.01355 0.66934
C 5.28330 4.88631 -2.38291
H -9.08123 1.64369 -1.53812
C -3.78998 2.02169 4.72246
H 4.84456 -3.57253 1.29022
H 1.25112 -0.94449 -6.28884
H 0.80286 -0.41066 4.79349
N -7.24670 1.12162 -0.80171
N -0.17419 2.43285 -3.85012
N -3.64961 0.57134 4.69641
H -1.77011 2.34462 2.78936
O -3.75318 3.43421 1.07410
F 1.90580 0.71856 0.51683
H 3.37221 -5.69316 -5.06533
H -4.96051 0.60556 -3.25089
H 4.32296 7.05631 -0.69790
C 5.92160 5.49606 1.04948
C -4.13934 0.59784 -0.62424
H -4.21904 1.62973 -0.99647

=====

(2)
20
Properties=species:S:1:pos:R:3 method="wB97M-V/def2-TZVPD" e_lumo_ev="2.75 / 2.75" charge=-1 gap_ev="2.41 / 2.39" e_homo_ha="0.013 / 0.013"
H -3.61816 1.62119 1.40089
H -2.06918 2.13015 0.43701
H -2.70580 0.24128 0.67415
C 1.14810 -1.56935 -1.69789
H -1.16970 1.81724 2.58933
H 2.59715 -3.20989 -1.62568
H 1.09763 -3.53006 -0.74166
H 0.53258 -1.93202 -2.53476
H 1.91078 -0.89250 -2.11828
H -3.51472 1.39325 -0.37346
H 2.32086 -2.43276 -0.06219
N 1.14467 1.81269 1.08923
Zn -0.99045 1.24268 1.13418
C 1.83219 -2.75524 -0.98870
H 1.71581 1.00828 1.37426
C -2.97627 1.30822 0.57241
H 1.39089 2.60584 1.67319
N -0.31372 -0.11065 -0.09513
H 1.37783 2.03121 0.11276
C 0.28954 -0.77958 -0.81965

=====

(3)
47
Properties=species:S:1:pos:R:3 method="wB97M-V/def2-TZVPD" e_lumo_ev=0.61 charge=0 gap_ev=9.21 e_above_lowest_kcal_mol=132.8 e_homo_ha=-0.316 smiles="C[C@@](OCc1ccc(-c2ccccc2)cc1)(C(=O)NO)[C@@H](O)c1ccno1"
C 0.83153 1.14017 -2.42805
N -0.76617 3.11290 4.72444
C 2.18895 -0.17733 -4.01378
H -1.41365 3.20336 3.95380
H 2.89256 -0.42095 -3.18908
C 1.04167 0.59683 -3.78647
H -1.71468 -0.77074 3.40362
C 0.16290 0.87883 -4.85237
H 2.72590 2.09802 -2.23516
C 0.23160 2.28050 1.75389
C -0.59717 1.28113 -0.41387
H -1.22111 -0.58403 5.11036
H 1.47453 0.16745 5.61098
H 0.74160 -4.45419 1.95798
H -2.32338 0.56068 4.42784
C 1.58979 -0.32223 -6.38217
C 0.92117 -1.27224 2.69866
O 0.79016 1.93889 5.67514
H -0.17384 3.28745 1.80373
H 1.22529 2.31389 2.18804
H 1.84571 0.54419 3.37534
C -1.46555 -0.03898 4.21171
C 0.77587 -3.38590 1.96204
H -1.53566 1.04131 0.10554
O -0.64163 1.31500 2.46678
H 0.27750 3.98212 6.19906
H 0.82124 -2.90648 4.18236
O 1.00408 -1.27431 1.31380
C 1.03396 -0.09257 3.66183
O 1.37144 -0.58206 4.96829
H -1.10606 0.25007 -2.26018
H 2.49676 2.68450 0.07580
C -0.22752 0.77766 3.75149
N 0.87456 -2.63922 0.88002
H 1.76402 -0.67596 -7.39554
C 0.41833 1.88951 0.29220
C 1.82055 1.84702 -1.71366
C 0.79249 -2.55747 3.12588
O -0.49171 4.20249 5.63238
C 2.42717 -0.66830 -5.31727
C 1.63857 2.19428 -0.38274
H 3.30852 -1.26974 -5.53908
C 0.43467 0.41152 -6.12036
C -0.37718 0.85235 -1.74501
C 0.02508 1.98426 4.71168
H -0.72938 1.46651 -4.71329
H -0.29218 0.66112 -6.86529